Molecular formula: C29H86F6N6O11P
Method: DFT, wB97M-V/def2-TZVPD

Calculated values
charge: -1
E_tot: -88527.676 eV
multiplicity: 1
max |F|: 0.0553 Eh/bohr

```
139
Properties=species:S:1:pos:R:3:forces:R:3
P 23.11488 26.76470 15.10421 -0.808 -2.635 0.691
F 23.88438 27.59643 13.97196 -0.283 0.294 0.587
F 24.50733 26.38514 15.87155 0.085 1.208 -0.511
F 22.82718 28.10089 15.98768 0.719 -0.348 -0.095
F 22.40620 25.79034 16.22627 -0.397 0.980 0.319
F 21.68287 26.99089 14.39875 0.113 0.313 -0.305
F 23.27590 25.35922 14.24244 0.714 1.046 -0.301
C 19.85256 24.28311 14.85842 -0.819 0.319 -0.285
C 20.13967 23.76351 13.42809 0.857 -1.193 1.619
C 19.71938 24.69550 12.36056 -0.165 0.765 -0.574
O 19.91034 24.14383 11.07143 -0.576 -0.222 -0.078
C 19.52449 25.07195 10.09616 0.717 -0.198 -0.874
N 21.56933 23.35869 13.31971 -0.953 0.448 0.575
H 20.31623 25.24764 15.06239 0.003 -0.092 0.009
H 20.16426 23.57254 15.62626 0.414 -0.085 -0.212
H 18.77250 24.35828 15.03405 -0.076 0.308 -0.163
H 19.52947 22.85404 13.38539 0.106 -0.103 -0.574
H 20.27806 25.64128 12.39663 0.039 0.039 0.313
H 18.65415 24.92716 12.50007 -0.059 0.139 -0.002
H 20.30841 25.82887 9.97661 -0.307 0.544 0.424
H 18.52138 25.48457 10.23518 0.076 0.236 0.330
H 19.52694 24.61941 9.10327 -0.111 -0.584 0.144
H 21.63137 22.67804 14.07564 0.373 -0.268 -0.613
H 22.09232 24.15434 13.70128 -0.133 -0.402 -0.517
C 27.84687 26.36817 16.47651 -0.558 1.947 0.871
C 29.26347 26.88058 16.12257 -1.733 -1.585 0.282
C 29.90205 27.37379 17.41902 0.700 0.432 -0.205
O 29.16153 28.33134 18.14531 -0.558 -0.490 0.897
C 28.96852 29.56051 17.49859 0.811 0.038 -0.675
N 29.86164 25.64554 15.57875 1.357 0.826 -0.273
H 27.17970 26.07703 15.67036 0.528 -0.257 -0.324
H 27.30900 27.18528 16.97196 -0.077 -0.072 0.043
H 27.89511 25.60677 17.25700 0.128 -0.269 -0.226
H 29.21367 27.67975 15.38301 0.105 -0.200 -0.230
H 30.89798 27.81857 17.28042 0.151 -0.135 -0.498
H 30.07530 26.48460 18.02995 -0.347 0.180 0.424
H 29.91533 29.82264 17.00484 -0.157 0.162 -0.323
H 28.78635 30.37589 18.19841 -0.236 -0.372 0.333
H 28.16209 29.52084 16.76127 0.013 0.071 -0.039
H 30.77680 25.83972 15.17418 -0.034 -0.060 -0.025
H 30.05186 25.02749 16.36269 -0.155 -0.123 -0.037
C 23.71268 27.97281 20.39945 0.320 0.426 -0.177
C 24.16095 27.81249 18.94933 -0.041 -0.481 0.180
C 25.22730 28.80005 18.44296 -0.892 -0.404 0.643
O 24.74526 30.11285 18.67311 0.362 0.603 0.242
C 25.75310 31.11154 18.81301 0.045 -1.345 -0.459
N 24.71754 26.45798 18.79877 -0.239 -0.023 -0.533
H 24.51823 27.68024 21.07964 0.181 0.256 -0.043
H 22.88489 27.30546 20.64393 -0.179 0.097 -0.288
H 23.41017 29.00335 20.58370 -0.036 -0.060 0.223
H 23.30810 27.93070 18.27813 -0.234 0.062 0.209
H 25.31525 28.64180 17.36358 0.504 -0.115 0.062
H 26.14395 28.59052 19.00412 0.224 0.200 -0.261
H 26.31400 31.22633 17.87938 -0.244 0.339 -0.179
H 26.49271 30.72006 19.51861 -0.071 0.508 0.448
H 25.24291 32.02168 19.11270 0.285 0.118 0.102
H 24.36458 26.13353 17.90400 0.407 -0.365 -0.023
H 24.30558 25.84166 19.48877 -0.030 0.065 0.060
C 20.24500 31.96531 17.47838 0.890 -0.063 0.227
C 21.67522 31.80528 18.00309 0.547 0.071 -0.021
C 21.98367 32.40672 19.39119 -0.130 -1.485 -0.848
O 22.06642 33.80562 19.32101 -0.002 0.316 0.818
C 22.28318 34.30848 20.63280 -0.638 -0.253 0.342
N 21.97668 30.36520 18.05020 0.048 0.120 0.314
H 19.93901 33.00470 17.36683 -0.012 0.003 0.109
H 19.59756 31.41451 18.16186 -0.248 0.112 -0.104
H 20.24357 31.48414 16.49864 -0.342 0.032 -0.060
H 22.42172 32.21169 17.31042 -0.351 0.669 -0.079
H 22.92250 31.95025 19.73710 0.359 0.340 -0.176
H 21.28430 31.98688 20.12782 -0.551 0.602 -0.015
H 22.96818 33.64637 21.16824 0.382 0.277 0.002
H 21.36184 34.29846 21.22836 -0.217 -0.201 -0.156
H 22.59784 35.34977 20.66208 0.376 -0.107 -0.544
H 21.93552 30.01557 17.09831 0.009 -0.108 -0.086
H 22.96351 30.28643 18.32218 -0.420 -0.251 -0.096
C 25.23571 26.21354 11.99364 0.854 -0.545 -0.190
C 24.46573 25.06976 11.31063 0.056 -0.048 0.595
C 24.64337 25.07184 9.79908 -0.104 0.191 1.335
O 23.77771 24.13011 9.21509 0.134 0.720 -1.220
C 23.75478 24.36957 7.81628 -0.749 -0.752 -0.193
N 24.88825 23.76816 11.86045 0.004 0.704 -0.220
H 25.31510 26.06372 13.06765 -0.460 -0.194 0.003
H 24.83215 27.21550 11.85856 0.130 -0.019 -0.371
H 26.28919 26.11984 11.70015 0.022 0.475 -0.436
H 23.40795 25.22640 11.53734 -0.093 -0.330 -0.132
H 25.68392 24.83072 9.54335 0.114 0.141 -0.060
H 24.41501 26.10570 9.50585 0.011 -0.105 -0.524
H 23.51720 25.40693 7.56636 0.181 0.163 0.149
H 22.96673 23.76463 7.36524 -0.178 -0.089 0.283
H 24.65519 24.05281 7.28059 0.413 0.216 0.325
H 25.88462 23.71567 11.65180 0.028 -0.270 0.165
H 24.82727 23.89336 12.86610 -0.045 -0.491 0.102
C 18.05394 28.25505 15.01063 0.222 0.340 0.378
C 17.07502 28.21641 16.18436 -1.438 0.337 -1.027
C 16.96280 29.52142 16.96335 0.871 -0.053 1.218
O 16.53725 30.58400 16.15218 0.480 0.311 -0.999
C 16.45275 31.82563 16.81645 -0.831 -0.528 0.223
N 15.72964 27.97883 15.56472 0.102 0.093 0.711
H 17.77319 29.09001 14.36463 0.088 0.102 0.075
H 18.01180 27.36943 14.38086 -0.102 -0.235 0.290
H 19.08407 28.40002 15.33892 0.024 -0.003 -0.014
H 17.24990 27.42397 16.91270 0.309 -0.083 -0.175
H 17.90970 29.69644 17.49538 0.198 0.436 -0.344
H 16.24392 29.44364 17.79428 -0.192 -0.432 -0.083
H 17.41837 32.29901 16.99660 0.083 -0.206 0.224
H 15.87701 31.62185 17.72729 0.380 0.462 0.419
H 15.83012 32.51063 16.24027 0.146 -0.140 -0.339
H 15.49762 28.89651 15.18736 -0.105 -0.162 -0.394
H 15.09694 27.93111 16.36344 -0.200 -0.305 -0.161
C 22.49354 21.68492 16.09416 -0.040 0.672 0.488
O 21.75338 20.83464 15.22108 0.124 0.071 0.457
H 23.48837 21.30348 16.31870 -0.092 -0.275 -0.250
H 22.60800 22.69234 15.68671 0.181 -0.078 -0.200
H 21.96222 21.84542 17.03690 0.034 -0.246 0.105
H 20.86544 20.83319 15.58628 -0.109 -0.181 -0.280
C 20.98711 30.47202 13.55347 1.129 -0.592 -0.671
O 22.32611 30.53186 14.04902 -0.116 0.383 0.281
H 21.04734 30.10109 12.52370 -0.362 -0.072 -0.036
H 20.40944 29.75606 14.13795 -0.395 0.415 0.034
H 20.60413 31.48779 13.49174 -0.240 -0.079 0.443
H 22.60857 29.63409 14.24812 0.044 -0.102 0.018
C 26.07686 23.42673 15.65270 -0.430 -0.148 -0.317
O 25.83850 22.15432 15.02880 0.136 0.169 0.804
H 27.15442 23.56726 15.75117 -0.085 0.443 -0.042
H 25.58246 24.18072 15.04263 0.385 0.113 -0.109
H 25.58927 23.50472 16.63027 0.113 -0.132 0.086
H 26.15018 21.55082 15.71196 -0.129 -0.450 -0.423
C 19.95321 27.65232 18.50016 -0.661 0.448 0.489
O 19.99492 28.84706 19.28546 0.314 -0.286 -0.681
H 19.10298 27.08839 18.88716 0.144 -0.309 -0.043
H 19.73690 27.86364 17.44986 0.163 0.016 -0.106
H 20.86780 27.06042 18.56232 0.062 -0.030 0.036
H 20.69124 29.39709 18.84300 -0.007 0.070 0.480
C 26.09527 29.91893 14.24435 -0.441 -0.230 1.387
O 26.98603 30.99669 14.54595 0.149 0.063 -0.870
H 25.55262 29.86141 15.19080 -0.365 -0.514 -0.244
H 25.35541 30.05250 13.45460 0.225 0.530 -0.119
H 26.58252 28.95361 14.08695 0.326 0.147 -0.079
H 27.23470 31.44369 13.73172 0.063 -0.069 0.019
```
Forces are in eV/Å.



Molecular formula: C10H12F2O
Method: DFT, wB97M-V/def2-TZVPD

Calculated values
energy relative to the best compared isomer or geometry (same formula, charge and spin): 140.7 kcal per mole
E_tot: -18038.361 eV
multiplicity: 1
max |F|: 0.0849 Eh/bohr

```
25
Properties=species:S:1:pos:R:3:forces:R:3
C -2.26463 2.53736 0.08370 1.042 -0.760 1.116
C -1.74180 -1.29524 1.16179 3.214 1.593 1.503
C 1.57645 -0.41343 2.06119 2.995 1.306 -0.003
C 2.65265 -1.57962 -1.41038 -3.335 0.603 -0.403
C -2.09858 1.67613 -0.96013 2.261 -0.133 1.763
C -2.75288 -1.17610 0.42547 -3.342 0.318 -2.790
C 2.08380 0.05805 0.91096 1.427 -1.807 3.038
C 1.43635 -1.06785 -1.24833 0.390 0.281 1.054
C -0.92814 0.76795 -1.01065 -2.130 0.994 -0.766
C 1.28891 0.12129 -0.31028 0.622 2.689 -1.772
O -0.03321 0.59363 0.00120 0.500 -0.069 -1.528
F -0.61927 0.23578 -2.22849 -0.273 0.411 1.020
F 1.91310 1.26529 -0.97926 -0.736 -0.875 -0.089
H -2.98775 3.31957 0.29364 -0.303 -0.468 -0.728
H -1.58582 2.37456 0.92868 -0.004 0.395 -0.310
H -1.69903 -1.81041 2.10565 -0.229 -0.696 0.307
H -0.81518 -0.60622 1.04172 -1.742 -1.563 0.051
H 2.31852 -0.55103 2.91635 -1.642 0.125 -1.030
H 0.53747 -0.43085 2.12524 -1.370 -0.678 0.881
H 2.77566 -2.32184 -2.10118 0.296 -2.037 -1.601
H 3.49507 -1.24135 -0.96885 2.423 1.259 1.521
H -2.85504 1.66979 -1.69549 -0.130 -0.334 -1.319
H -3.44589 -0.85141 -0.39816 1.394 -0.485 1.308
H 3.20843 0.17750 0.96442 -1.540 0.060 -1.113
H 0.54081 -1.45157 -1.70880 0.211 -0.129 -0.111
```
Forces are in eV/Å.



Molecular formula: C20H25ClN2O2S
Method: DFT, wB97M-V/def2-TZVPD

Calculated values
SMILES string: Cc1cc(S(=O)(=O)NC2CCN(Cc3ccccc3)CC2)c(C)cc1Cl
energy relative to the best compared isomer or geometry (same formula, charge and spin): 0.0 kcal per mole
E_tot: -51578.997 eV
multiplicity: 1
max |F|: 0.0159 Eh/bohr

```
51
Properties=species:S:1:pos:R:3:forces:R:3
C -2.81896 -1.28560 -3.89037 0.000 -0.004 0.001
C -2.16326 -2.00002 -2.75364 0.098 -0.109 0.031
C -2.56998 -1.81299 -1.44001 -0.062 0.030 -0.072
C -1.95732 -2.47796 -0.39641 -0.239 0.180 0.408
S -2.57818 -2.16324 1.25234 0.181 -0.089 0.263
O -2.96528 -3.40476 1.86139 0.193 -0.054 0.002
O -3.55214 -1.11024 1.17986 0.208 0.099 -0.217
N -1.21408 -1.64361 2.08232 -0.679 -0.338 -0.311
C -0.99998 -0.20413 2.14173 0.149 0.492 -0.256
C 0.12365 0.11314 3.12654 -0.178 0.100 -0.150
C 0.43801 1.61596 3.08209 0.000 -0.193 0.168
N 0.78812 2.09744 1.76494 0.150 0.085 0.075
C 2.11637 1.71691 1.31176 -0.059 0.049 0.069
C 2.53453 2.56865 0.14205 0.090 -0.078 -0.070
C 3.05730 2.00345 -1.01197 -0.025 -0.019 0.117
C 3.44803 2.80400 -2.07231 0.061 0.027 -0.129
C 3.31279 4.17841 -1.99051 0.039 0.002 -0.116
C 2.78526 4.74991 -0.84372 -0.005 0.072 0.041
C 2.40089 3.95015 0.21605 0.024 -0.024 -0.001
C -0.26141 1.79488 0.81345 -0.182 -0.174 -0.220
C -0.63372 0.30523 0.74908 0.038 0.426 0.244
C -0.91928 -3.37505 -0.60835 0.096 -0.077 -0.073
C -0.27525 -4.09970 0.52521 0.191 -0.196 0.013
C -0.50222 -3.56814 -1.92065 -0.096 0.075 0.090
C -1.11153 -2.89155 -2.96429 -0.148 0.103 0.337
Cl -0.54870 -3.17362 -4.57219 0.096 -0.053 -0.204
H -3.23697 -2.00272 -4.59567 -0.046 0.027 -0.084
H -2.08912 -0.68252 -4.42915 -0.023 0.053 -0.078
H -3.61403 -0.64078 -3.52848 -0.064 0.057 0.002
H -3.38174 -1.14190 -1.20417 -0.092 0.128 -0.083
H -1.21128 -2.07742 2.99491 -0.117 -0.236 0.125
H -1.92509 0.29837 2.46344 0.174 0.023 0.010
H -0.16898 -0.17211 4.13865 0.016 -0.054 0.080
H 1.01064 -0.46186 2.85349 0.057 -0.076 0.018
H 1.25487 1.84779 3.76980 -0.077 0.019 0.018
H -0.44789 2.17226 3.40566 0.026 -0.003 0.095
H 2.19695 0.65301 1.03749 0.081 0.043 0.025
H 2.80751 1.89926 2.14198 -0.039 -0.113 -0.011
H 3.16251 0.92953 -1.08378 -0.014 -0.110 0.015
H 3.85584 2.35201 -2.96478 0.027 -0.030 -0.073
H 3.61602 4.80288 -2.81793 0.018 0.048 -0.067
H 2.67655 5.82257 -0.77654 -0.008 0.087 0.011
H 1.98243 4.38426 1.11111 -0.066 0.061 0.092
H 0.05647 2.14287 -0.17142 -0.127 0.040 0.025
H -1.14585 2.36705 1.11029 -0.031 0.032 -0.092
H -1.48153 0.17208 0.07902 0.047 0.057 -0.100
H 0.20112 -0.28187 0.36094 0.030 -0.087 -0.037
H 0.33829 -4.91993 0.16188 0.029 -0.057 -0.014
H -1.04122 -4.48045 1.19617 0.118 -0.144 0.054
H 0.34867 -3.41421 1.09651 0.073 -0.032 0.039
H 0.30222 -4.25572 -2.13382 0.066 -0.065 -0.009
```
Forces are in eV/Å.